# 1
{
  "formula": "C5H6O",
  "method": "ωB97M-V/def2-TZVPD",
  "energy_ev": -7327.4393,
  "e_homo_ev": -10.29,
  "spin_multiplicity": 1,
  "smiles": "CCC#CC=O",
  "relative_energy_ev": 1.845,
  "orbital_gap_ev": 10.6,
  "species": ["C", "C", "C", "C", "C", "O", "H", "H", "H", "H", "H", "H"],
  "coordinates": [[-1.864, 0.301, -0.147], [-0.918, -0.887, -0.394], [0.473, -0.443, -0.283], [1.558, 0.020, -0.024], [2.769, 0.590, 0.531], [2.746, 1.536, 1.289], [-1.533, 0.858, 0.735], [-1.860, 0.989, -1.000], [-2.891, -0.034, 0.024], [-1.121, -1.368, -1.359], [-1.073, -1.655, 0.376], [3.715, 0.093, 0.251]],
  "atomic_forces_ev_per_a": [[-0.090, 0.081, 0.025], [-0.064, 0.013, 0.008], [0.431, 0.104, 0.181], [-0.593, -0.169, 0.009], [0.009, 0.287, 0.233], [0.124, -0.443, -0.405], [-0.096, -0.101, -0.147], [0.026, -0.135, 0.157], [0.171, -0.006, -0.096], [0.120, 0.136, 0.160], [0.035, 0.126, -0.144], [-0.074, 0.106, 0.019]],
  "lowdin_charge": [-0.1032, -0.2481, -0.0215, 0.0381, -0.2876, 0.0502, 0.0797, 0.0779, 0.0711, 0.1117, 0.1179, 0.1139]
}

# 2
{
  "formula": "C5H6O",
  "method": "ωB97M-V/def2-TZVPD",
  "energy_ev": -7324.7108,
  "e_homo_ev": -9.32,
  "spin_multiplicity": 1,
  "smiles": "CC#C[C@H]1CO1",
  "relative_energy_ev": 4.574,
  "orbital_gap_ev": 9.9,
  "species": ["C", "C", "C", "C", "C", "O", "H", "H", "H", "H", "H", "H"],
  "coordinates": [[1.641, -1.679, 1.149], [0.644, -0.884, 0.514], [0.084, 0.181, 0.289], [-0.787, 0.618, -0.764], [-2.106, 1.159, -0.457], [-1.069, 1.988, -0.951], [2.622, -1.630, 0.631], [1.253, -0.935, 1.931], [1.459, -2.660, 1.583], [-0.657, 0.045, -1.680], [-2.378, 1.336, 0.582], [-2.916, 0.939, -1.146]],
  "atomic_forces_ev_per_a": [[-0.221, 0.346, 0.760], [-0.343, 0.301, -0.750], [-0.254, -1.013, -0.752], [-0.194, 0.009, -0.372], [-0.454, 0.043, 0.033], [-0.044, 0.473, -0.101], [-0.481, 0.367, 0.953], [2.636, -0.874, 0.950], [-0.470, -0.009, -0.507], [-0.180, 0.277, -0.113], [0.022, -0.083, -0.145], [-0.016, 0.163, 0.044]],
  "lowdin_charge": [-0.0733, -0.1271, 0.0346, -0.3530, -0.1187, -0.0292, 0.0990, 0.1194, 0.0762, 0.1449, 0.1169, 0.1103]
}

# 3
{
  "formula": "C5H6O",
  "method": "ωB97M-V/def2-TZVPD",
  "energy_ev": -7326.2537,
  "e_homo_ev": -9.55,
  "spin_multiplicity": 1,
  "smiles": "CC#CCC=O",
  "relative_energy_ev": 3.031,
  "orbital_gap_ev": 10.2,
  "species": ["C", "C", "C", "C", "C", "O", "H", "H", "H", "H", "H", "H"],
  "coordinates": [[-0.570, 0.874, 1.772], [-1.061, 0.029, 0.701], [-0.940, -0.747, -0.220], [0.361, -1.109, -0.853], [0.630, -0.006, -1.862], [1.348, 0.938, -1.633], [-0.033, 0.227, 2.476], [-1.326, 1.448, 2.294], [0.156, 1.554, 1.306], [0.363, -2.107, -1.276], [1.140, -1.033, -0.078], [0.070, -0.087, -2.813]],
  "atomic_forces_ev_per_a": [[-0.126, 0.155, 0.217], [-0.080, -0.196, -0.173], [0.550, 0.552, 0.686], [0.248, -0.264, -0.341], [0.192, 0.123, 0.014], [-0.305, -0.535, -0.115], [-0.153, 0.224, 0.067], [-0.062, 0.104, 0.130], [-0.196, 0.011, 0.202], [0.101, -0.051, -0.387], [-0.208, -0.194, -0.291], [0.039, 0.071, -0.009]],
  "lowdin_charge": [-0.0774, -0.0844, -0.0481, -0.1761, -0.2677, 0.0501, 0.0911, 0.0731, 0.0938, 0.0992, 0.1216, 0.1250]
}

# 4
{
  "formula": "C5H6O",
  "method": "ωB97M-V/def2-TZVPD",
  "energy_ev": -7322.6265,
  "e_homo_ev": [-7.61, -7.60],
  "spin_multiplicity": 1,
  "relative_energy_ev": 6.658,
  "orbital_gap_ev": [6.8, 6.8],
  "species": ["C", "C", "C", "O", "C", "C", "H", "H", "H", "H", "H", "H"],
  "coordinates": [[1.473, -0.768, 0.319], [0.166, -0.310, 0.564], [-0.634, -0.181, -0.762], [-0.184, -0.856, -1.744], [-1.677, 0.753, -0.778], [-1.511, 1.612, 0.153], [1.977, -1.359, 1.076], [2.133, -0.181, -0.321], [0.639, -1.301, -1.287], [-0.211, 0.943, 0.887], [-0.388, -0.910, 1.300], [-1.785, 2.558, 0.591]],
  "atomic_forces_ev_per_a": [[0.125, 0.173, 0.350], [0.155, 0.120, -0.167], [0.042, 0.179, -0.022], [-0.031, -0.017, 0.457], [-0.177, 0.322, 0.061], [0.007, -0.413, -0.133], [-0.070, -0.053, -0.179], [-0.112, -0.052, 0.080], [-0.105, 0.068, -0.146], [0.000, -0.619, -0.012], [0.096, 0.299, -0.148], [0.072, -0.007, -0.141]],
  "lowdin_charge": [-0.0991, -0.2818, -0.3392, 0.1406, -0.0671, 0.1031, 0.0381, 0.0543, 0.1320, 0.1295, 0.1283, 0.0614]
}

# 5
{
  "formula": "C5H6O",
  "method": "ωB97M-V/def2-TZVPD",
  "energy_ev": -7326.2486,
  "e_homo_ev": -9.45,
  "spin_multiplicity": 1,
  "smiles": "C=C1C[C@H]1C=O",
  "relative_energy_ev": 3.036,
  "orbital_gap_ev": 10.3,
  "species": ["C", "C", "C", "C", "C", "O", "H", "H", "H", "H", "H", "H"],
  "coordinates": [[-0.138, -0.853, 0.069], [-1.153, -1.634, 0.396], [-0.239, 1.884, -0.276], [1.120, -0.386, -0.569], [0.341, 0.454, 0.467], [0.318, 2.942, -0.091], [-1.817, -1.370, 1.187], [-1.302, -2.577, -0.060], [-1.020, 1.841, -0.980], [2.083, -0.927, -0.097], [1.182, -0.097, -1.524], [0.625, 0.722, 1.478]],
  "atomic_forces_ev_per_a": [[-0.728, 0.830, 0.179], [1.066, 0.093, -0.543], [3.016, -1.045, 2.305], [1.618, -2.974, 5.853], [-1.033, 3.311, -1.749], [-0.552, -1.213, 0.168], [-0.419, 0.378, 0.321], [-0.106, -0.909, -0.395], [-1.486, -0.588, -1.100], [-2.156, 1.301, -1.455], [0.195, 1.078, -3.445], [0.585, -0.261, -0.138]],
  "lowdin_charge": [-0.2963, 0.0691, -0.1454, -0.0374, -0.1556, 0.0355, 0.0570, 0.0427, 0.0936, 0.1599, 0.0495, 0.1274]
}

# 6
{
  "formula": "C5H6O",
  "method": "ωB97M-V/def2-TZVPD",
  "energy_ev": -7325.1872,
  "e_homo_ev": -9.18,
  "spin_multiplicity": 1,
  "smiles": "C#CCCC=O",
  "relative_energy_ev": 4.097,
  "orbital_gap_ev": 9.9,
  "species": ["O", "C", "C", "C", "C", "C", "H", "H", "H", "H", "H", "H"],
  "coordinates": [[0.848, -1.729, 1.859], [1.030, -0.538, 1.782], [0.391, 0.350, 0.737], [-0.423, -0.445, -0.328], [-0.918, 0.261, -1.452], [-0.916, 0.845, -2.534], [1.697, -0.023, 2.510], [1.170, 0.973, 0.289], [-0.232, 1.079, 1.310], [-0.148, -1.024, -1.348], [-0.902, -1.305, 0.118], [-1.597, 1.555, -2.943]],
  "atomic_forces_ev_per_a": [[0.080, 0.477, -0.022], [-0.039, -0.394, -0.139], [0.210, -0.385, -0.513], [0.421, -0.876, -0.862], [-0.885, 1.485, -0.093], [-1.013, -0.075, 0.736], [-0.172, -0.038, -0.131], [0.022, -0.093, -0.070], [-0.004, -0.543, -0.597], [2.209, -0.235, 2.230], [-1.016, 0.324, 0.132], [0.187, 0.353, -0.671]],
  "lowdin_charge": [0.0506, -0.2672, -0.1255, -0.1841, -0.2301, 0.0727, 0.1229, 0.1189, 0.1356, 0.1775, 0.1116, 0.0171]
}

# 7
{
  "formula": "C5H6O",
  "method": "ωB97M-V/def2-TZVPD",
  "energy_ev": -7325.6809,
  "e_homo_ev": -8.78,
  "spin_multiplicity": 1,
  "smiles": "C=C=C1O[C@H]1C",
  "relative_energy_ev": 3.604,
  "orbital_gap_ev": 9.3,
  "species": ["C", "C", "C", "O", "C", "C", "H", "H", "H", "H", "H", "H"],
  "coordinates": [[-1.753, 0.011, -0.382], [-0.476, 0.729, -0.728], [0.785, 0.057, -0.672], [0.231, 0.143, -1.895], [1.775, -0.274, 0.102], [2.021, -0.580, 1.356], [-2.085, 0.228, 0.639], [-1.626, -1.072, -0.482], [-2.535, 0.334, -1.074], [1.274, -1.173, 1.874], [-0.472, 1.814, -0.673], [2.862, -0.217, 1.934]],
  "atomic_forces_ev_per_a": [[-0.012, 0.020, -0.050], [-0.221, 0.207, 0.003], [0.020, 0.142, 0.234], [0.118, -0.144, -0.161], [-0.457, 0.128, 0.308], [0.071, -0.091, 0.029], [0.134, 0.063, -0.149], [0.048, 0.213, 0.021], [-0.016, -0.059, 0.111], [0.399, -0.551, 0.106], [-0.086, -0.038, -0.360], [0.004, 0.110, -0.093]],
  "lowdin_charge": [-0.0326, -0.2210, -0.3099, 0.0720, -0.0174, -0.0004, 0.0837, 0.0913, 0.0817, 0.0602, 0.1436, 0.0487]
}

# 8
{
  "formula": "C5H6O",
  "method": "ωB97M-V/def2-TZVPD",
  "energy_ev": -7324.4635,
  "e_homo_ev": -8.18,
  "spin_multiplicity": 1,
  "relative_energy_ev": 4.821,
  "orbital_gap_ev": 8.1,
  "species": ["C", "C", "C", "C", "C", "O", "H", "H", "H", "H", "H", "H"],
  "coordinates": [[-2.934, -0.157, 0.059], [-1.516, 0.046, -0.129], [-0.369, 0.196, -0.482], [0.949, 0.647, -0.632], [2.839, 0.000, 0.233], [1.788, -0.389, -0.648], [-3.265, -0.737, -0.808], [-3.164, -0.725, 0.963], [-3.463, 0.799, 0.075], [2.629, 1.055, 0.434], [2.681, -0.596, 1.136], [3.824, -0.139, -0.199]],
  "atomic_forces_ev_per_a": [[-0.209, -0.001, 0.017], [0.232, -0.026, -0.454], [-0.626, 0.012, -0.345], [-0.389, -0.223, -0.002], [0.560, 0.185, 0.266], [-0.415, 0.333, 0.252], [-0.210, 0.027, 0.156], [0.044, 0.058, -0.090], [-0.051, -0.151, 0.058], [0.611, -0.114, 0.307], [0.368, 0.161, -0.047], [0.086, -0.261, -0.117]],
  "lowdin_charge": [-0.0953, -0.0598, -0.0339, -0.0825, -0.0930, -0.1390, 0.0905, 0.0837, 0.0821, 0.0684, 0.0950, 0.0837]
}

# 9
{
  "formula": "C5H6O",
  "method": "ωB97M-V/def2-TZVPD",
  "energy_ev": -7327.3185,
  "e_homo_ev": -9.85,
  "spin_multiplicity": 1,
  "smiles": "C#C[C@@H](C)C=O",
  "relative_energy_ev": 1.966,
  "orbital_gap_ev": 10.7,
  "species": ["C", "C", "C", "O", "C", "C", "H", "H", "H", "H", "H", "H"],
  "coordinates": [[-1.112, 0.434, 0.755], [0.353, 0.139, 0.379], [0.652, -1.355, 0.540], [0.162, -2.199, -0.166], [0.577, 0.526, -1.017], [0.672, 0.805, -2.184], [-1.299, 1.509, 0.681], [-1.773, -0.084, 0.055], [-1.345, 0.106, 1.773], [1.023, 0.700, 1.043], [1.346, -1.632, 1.360], [0.743, 1.053, -3.219]],
  "atomic_forces_ev_per_a": [[-0.112, -0.011, 0.043], [0.008, 0.064, -0.060], [-0.199, -0.307, -0.262], [0.208, 0.342, 0.375], [0.056, 0.166, -0.533], [-0.023, -0.067, 0.458], [0.027, -0.173, 0.016], [0.084, 0.046, 0.135], [0.087, 0.027, -0.120], [-0.070, -0.088, -0.159], [-0.103, 0.033, -0.047], [0.038, -0.031, 0.154]],
  "lowdin_charge": [-0.0575, -0.3481, -0.2293, 0.0745, -0.1218, 0.1338, 0.0847, 0.0900, 0.0820, 0.1362, 0.1264, 0.0291]
}

# 10
{
  "formula": "C5H6O",
  "method": "ωB97M-V/def2-TZVPD",
  "energy_ev": -7326.3712,
  "e_homo_ev": -8.35,
  "spin_multiplicity": 1,
  "smiles": "C1=C[C@H]2C[C@H]2O1",
  "relative_energy_ev": 2.913,
  "orbital_gap_ev": 9.5,
  "species": ["C", "C", "O", "C", "C", "C", "H", "H", "H", "H", "H", "H"],
  "coordinates": [[-0.039, 0.756, 1.153], [0.889, 0.541, 0.021], [1.384, -0.750, -0.203], [0.231, -1.440, -0.425], [-0.832, -0.691, -0.768], [-0.449, 0.730, -0.560], [0.370, 1.383, 1.958], [-0.878, 0.181, 1.485], [1.609, 1.348, -0.088], [0.330, -2.507, -0.287], [-1.789, -1.089, -1.094], [-0.827, 1.538, -1.191]],
  "atomic_forces_ev_per_a": [[-0.557, 0.687, -0.400], [0.377, 0.115, 0.142], [-0.037, -0.209, 0.086], [-0.147, -0.410, -0.534], [-0.005, -0.018, 0.344], [-0.086, 0.286, 0.718], [-0.705, 0.903, -0.924], [0.530, -1.031, 0.187], [0.169, -0.388, 0.097], [-0.097, -0.025, -0.393], [0.189, 0.196, 0.238], [0.370, -0.105, 0.439]],
  "lowdin_charge": [0.0081, -0.3648, -0.0130, -0.1233, -0.0667, -0.1077, 0.0868, 0.0685, 0.1580, 0.1262, 0.1061, 0.1217]
}